Entry from OMol25: a cluster of 13 separate species, C76H170F30N7P6 in total (the ωB97M-V functional and the def2-TZVPD basis).

XYZ file:
```
289
Properties=species:S:1:pos:R:3:forces:R:3:lowdin_charge:R:1
C 8.900940 1.867350 -10.198030 0.31 -0.36 -1.41 -0.13
C 8.963500 1.498960 -8.728990 0.82 -0.30 -1.06 -0.24
C 10.381940 0.974500 -8.369400 0.25 -0.04 1.02 -0.24
C 10.742810 -0.361090 -9.061970 0.43 -0.27 0.44 -0.23
P 12.237740 -1.381420 -8.451320 -0.55 0.13 0.82 1.05
C 13.746480 -0.387060 -8.711610 0.07 1.13 -1.27 -0.25
C 13.888080 0.294370 -10.155950 -0.04 0.49 0.90 -0.19
C 15.176430 1.201990 -10.321950 -0.89 -2.90 -1.21 -0.25
C 15.295370 2.405430 -9.467750 0.54 -0.05 0.75 -0.12
C 12.370400 -2.829810 -9.518080 0.68 0.02 0.21 -0.28
C 13.400950 -3.869010 -9.065410 0.13 -1.35 -0.29 -0.23
C 13.269060 -5.331800 -9.703470 -0.72 1.09 1.14 -0.24
C 13.427340 -5.518760 -11.208030 0.53 1.12 0.77 -0.09
C 12.139770 -1.776160 -6.623710 -0.76 2.06 -0.46 -0.27
C 10.930620 -2.497150 -6.009880 0.87 -0.44 0.84 -0.21
C 11.150280 -2.618650 -4.465830 0.54 -1.05 0.34 -0.27
C 9.980720 -3.126430 -3.672760 -1.77 0.16 0.55 -0.13
H 8.878850 1.038740 -10.905860 -0.61 -0.72 0.41 0.07
H 9.833120 2.261100 -10.603120 0.10 1.08 0.49 0.07
H 8.034290 2.470720 -10.468180 0.20 0.22 0.10 0.08
H 8.220140 0.715310 -8.582670 0.01 0.01 0.49 0.11
H 8.664820 2.390200 -8.177100 0.28 -0.24 0.47 0.10
H 10.450830 0.863530 -7.287250 -0.38 -0.53 0.26 0.09
H 11.179480 1.709300 -8.479410 -0.11 0.33 -0.81 0.10
H 10.970660 -0.254070 -10.122500 0.10 0.25 -0.11 0.08
H 9.825250 -0.949410 -9.053730 0.22 -0.60 0.22 0.10
H 14.652270 -0.984730 -8.609470 -0.19 -0.41 0.26 0.10
H 13.797980 0.373240 -7.932260 -0.13 0.06 0.09 0.08
H 13.071480 0.956950 -10.442770 -0.50 0.02 0.59 0.09
H 13.792870 -0.505540 -10.890230 0.69 0.04 -0.20 0.10
H 15.202730 1.414390 -11.390730 -0.18 0.52 -0.04 0.12
H 16.029410 0.527340 -10.248560 0.31 0.12 0.51 0.11
H 15.408040 2.143170 -8.415790 -0.32 -0.08 0.20 0.05
H 14.451660 3.086790 -9.577280 0.23 0.24 -0.11 0.06
H 16.275070 2.826130 -9.694240 -0.28 0.70 -0.19 0.08
H 12.788520 -2.349250 -10.402570 -0.83 -0.35 -0.73 0.08
H 11.394790 -3.310840 -9.588030 -0.09 0.27 -0.58 0.11
H 13.255160 -4.032750 -7.997680 0.33 -0.03 0.15 0.09
H 14.423310 -3.541240 -9.253670 0.00 0.31 0.18 0.11
H 12.309070 -5.686990 -9.328830 -0.23 -0.20 -0.23 0.10
H 14.006550 -5.915730 -9.152820 0.08 -0.11 -0.15 0.11
H 12.967360 -4.698360 -11.758900 -0.46 -0.22 -0.12 0.07
H 13.050480 -6.490170 -11.528110 0.28 0.19 -0.13 0.08
H 14.492350 -5.361110 -11.378320 0.09 -0.59 -0.52 0.08
H 12.014400 -0.745920 -6.290550 0.03 0.55 0.18 0.07
H 13.091960 -1.993050 -6.139570 0.15 -0.70 -0.57 0.11
H 10.899730 -3.473180 -6.494140 -0.50 -0.26 0.40 0.11
H 9.977350 -1.982720 -6.131330 0.11 0.13 -0.52 0.11
H 11.491990 -1.730130 -3.934910 -0.01 0.61 -0.73 0.11
H 11.930590 -3.340270 -4.224000 0.47 -0.03 -0.56 0.11
H 10.063320 -3.027250 -2.590430 0.80 -0.06 0.04 0.08
H 9.686030 -4.164240 -3.828320 0.17 0.01 -0.38 0.08
H 9.093690 -2.509370 -3.816000 -0.26 0.00 -0.51 0.07
C 22.887070 4.673410 -11.872970 -0.41 -0.74 0.02 -0.10
C 23.962120 5.672740 -12.137410 2.53 2.01 -0.49 -0.27
C 23.853150 7.098410 -11.505560 0.89 0.75 -0.47 -0.12
C 25.036730 8.153480 -11.983850 -0.55 -1.85 2.06 -0.07
N 25.041050 9.474090 -11.246100 -0.30 2.11 -0.05 -0.23
C 23.805860 10.361850 -11.704250 1.67 -0.47 0.71 -0.03
C 24.513030 11.686320 -12.048160 -1.48 -0.62 -1.85 -0.14
C 25.736260 11.179520 -12.777590 0.88 1.31 0.92 -0.17
C 26.280570 10.313400 -11.695700 0.17 -1.60 -0.06 -0.13
C 25.127210 9.477100 -9.741490 0.55 -1.47 -0.46 0.01
H 22.493120 4.643250 -10.857100 -0.06 0.67 0.09 0.08
H 23.271140 3.656790 -11.957050 0.12 -0.01 -0.48 0.07
H 22.071410 4.787680 -12.586930 -0.17 -0.03 0.16 0.07
H 24.196790 5.891340 -13.179160 -1.28 -0.20 -0.70 0.10
H 24.973910 5.292480 -11.996760 0.07 -0.41 1.28 0.10
H 23.875090 7.066390 -10.416250 0.10 -0.16 0.01 0.09
H 22.860370 7.471230 -11.757520 0.07 0.42 -0.16 0.09
H 25.111590 8.313540 -13.059430 -0.46 0.27 0.11 0.12
H 26.009200 7.787680 -11.654300 -0.06 -0.78 -0.20 0.12
H 23.003430 10.387160 -10.966980 0.39 -0.12 0.25 0.11
H 23.461870 9.781680 -12.560510 -0.24 0.71 -0.35 0.11
H 24.840750 12.362770 -11.258790 -0.64 -0.23 0.26 0.13
H 23.830940 12.143240 -12.765160 0.04 0.73 0.27 0.12
H 26.484060 11.966870 -12.872370 -0.14 0.18 -0.69 0.13
H 25.496730 10.706130 -13.729760 0.23 -0.17 0.15 0.13
H 26.684680 10.800570 -10.808310 -0.76 0.81 -0.10 0.13
H 27.183670 9.754210 -11.940280 -0.56 -1.01 -0.49 0.14
H 26.147590 9.151020 -9.540020 -0.15 -0.70 0.32 0.11
H 24.353170 8.806830 -9.367720 0.29 0.39 0.35 0.08
H 25.133920 10.470350 -9.292610 -0.82 0.11 -0.56 0.12
C 10.067150 12.713650 -10.259970 0.54 0.10 -0.05 -0.08
C 10.074080 11.246740 -10.864710 0.09 2.99 1.65 -0.21
C 8.725010 10.600340 -10.606070 0.98 -2.10 -0.08 -0.16
C 8.847280 9.126280 -11.018720 -1.33 -0.71 -1.34 -0.12
N 8.892340 8.045860 -9.930300 0.63 0.51 -0.26 -0.23
C 10.195910 8.124350 -9.138480 1.37 0.04 0.53 -0.08
C 10.674410 6.701960 -8.731990 -0.03 0.56 -0.51 -0.15
C 9.794180 5.801180 -9.530640 -0.56 -1.87 -1.98 -0.16
C 9.030170 6.655920 -10.604790 0.66 -0.10 1.31 -0.04
C 7.706880 8.109510 -9.019530 -0.20 -0.69 0.47 0.04
H 10.868290 13.323820 -10.677070 0.25 -0.24 -0.09 0.05
H 10.206250 12.825360 -9.184670 0.03 -0.65 0.14 0.07
H 9.181640 13.319520 -10.452050 -0.41 -0.49 -0.38 0.07
H 10.872290 10.667410 -10.400680 -0.01 0.05 0.20 0.08
H 10.454950 11.429940 -11.869440 -0.88 -0.74 -0.46 0.09
H 7.841630 11.035430 -11.073440 0.30 0.20 -0.04 0.13
H 8.512730 10.458620 -9.546380 0.17 1.18 0.29 0.10
H 9.652380 8.910590 -11.721140 0.39 0.13 0.42 0.13
H 7.964220 8.893020 -11.613610 -0.24 -0.42 0.17 0.14
H 10.249190 8.753390 -8.249900 -1.07 0.43 -0.24 0.14
H 10.944300 8.555610 -9.803330 -0.14 -0.09 -0.22 0.12
H 10.635710 6.396010 -7.686530 -0.22 0.69 0.15 0.12
H 11.715620 6.611670 -9.041530 0.00 0.00 -0.04 0.10
H 9.274580 5.054710 -8.929890 -0.96 0.71 0.15 0.11
H 10.368150 5.095310 -10.130970 0.39 0.12 -0.16 0.09
H 8.104680 6.278530 -11.039680 -0.23 0.18 0.61 0.14
H 9.701570 6.761600 -11.456950 0.12 0.43 0.14 0.13
H 8.039200 7.632900 -8.097310 -0.44 -0.24 -0.04 0.11
H 6.852200 7.601040 -9.465690 0.25 -0.23 -0.02 0.12
H 7.329290 9.092340 -8.737440 0.68 0.24 -0.40 0.11
C 17.739300 3.072700 -6.478630 -1.11 -0.64 0.89 -0.11
C 17.542890 4.477600 -5.910650 0.34 -0.20 0.19 -0.23
C 16.230460 5.170680 -6.419400 1.55 -1.33 0.46 -0.20
C 16.215610 6.582280 -5.993930 0.38 2.44 -0.59 -0.13
N 14.923430 7.373030 -6.380260 -0.92 -0.93 -0.47 -0.20
C 13.711660 7.053890 -5.471620 1.49 -1.17 -0.44 -0.11
C 12.799060 8.186970 -5.637040 -0.69 1.67 0.63 -0.19
C 13.660890 9.425310 -5.703900 1.01 0.65 -0.92 -0.12
C 15.058080 8.952990 -6.303760 -1.36 -1.39 0.32 0.02
C 14.541860 6.925260 -7.819390 0.39 0.43 1.22 0.01
H 16.817510 2.498870 -6.383110 -0.75 0.27 -0.84 0.05
H 18.258530 2.383220 -5.812970 1.22 0.60 -0.15 0.08
H 18.119750 3.084380 -7.500010 -0.02 -0.24 0.18 0.08
H 18.487200 4.976640 -6.128230 -0.33 0.79 -0.40 0.12
H 17.557630 4.468630 -4.820780 -0.36 -0.21 0.13 0.11
H 15.412430 4.615520 -5.960350 -0.24 -0.15 -0.31 0.12
H 16.249050 5.083140 -7.505720 -0.34 -0.11 0.06 0.11
H 17.029270 7.126220 -6.473710 -0.10 0.05 -0.84 0.14
H 16.575330 6.781240 -4.984420 -1.18 -0.26 0.64 0.14
H 13.183170 6.154870 -5.788750 0.65 -0.39 0.03 0.13
H 14.212550 6.899740 -4.515870 -0.71 0.23 0.36 0.15
H 12.212470 8.146310 -6.554840 -0.08 -0.47 0.05 0.09
H 12.130940 8.354310 -4.792230 -0.25 -0.58 -0.09 0.13
H 13.181830 10.128370 -6.385300 0.35 0.09 -0.17 0.11
H 13.660030 9.957970 -4.752910 0.75 -0.30 0.08 0.12
H 15.131300 9.228690 -7.355780 0.50 0.45 0.31 0.10
H 15.945160 9.105250 -5.688940 -0.16 0.47 -0.26 0.13
H 15.440040 7.097150 -8.412540 -0.41 0.04 -0.31 0.11
H 13.663250 7.473870 -8.158780 0.43 0.40 0.01 0.08
H 14.260880 5.872700 -7.783810 0.27 0.08 0.02 0.09
C 13.095590 5.237750 -11.799460 0.34 0.69 -1.95 -0.07
C 13.937590 6.545810 -11.897770 1.11 -0.25 -0.06 -0.21
C 15.355270 6.418170 -12.627280 -0.14 1.73 0.70 -0.10
C 16.008190 7.868500 -12.796350 2.54 -1.17 0.39 -0.04
N 17.427240 7.804880 -13.553060 1.01 0.35 -1.30 -0.21
C 18.162080 9.153940 -13.493400 -0.49 0.06 0.08 -0.12
C 18.889750 9.197320 -12.143860 0.17 -0.19 0.42 -0.14
C 19.221550 7.734870 -11.790520 -0.76 -1.34 -1.30 -0.14
C 18.595740 6.950710 -12.997370 -1.26 -0.36 1.88 -0.07
C 17.211220 7.461140 -15.038590 0.07 0.35 2.11 0.04
H 13.495160 4.413880 -11.208130 0.01 0.35 0.28 0.05
H 13.041540 4.871070 -12.824510 0.33 -0.43 -0.19 0.06
H 12.027860 5.407670 -11.660930 0.00 0.25 0.87 0.04
H 14.129030 6.966740 -10.910710 0.13 -0.05 0.20 0.06
H 13.421620 7.365610 -12.397570 -0.43 -0.34 -0.22 0.08
H 15.323310 5.918240 -13.595340 -0.43 0.02 -0.02 0.09
H 16.041670 5.853510 -11.996300 -0.04 -0.14 0.05 0.10
H 16.413810 8.345790 -11.904290 -0.84 -0.53 0.66 0.09
H 15.420550 8.667270 -13.248830 -0.04 -0.44 -0.59 0.10
H 18.875050 9.194860 -14.316860 0.01 -0.38 0.01 0.11
H 17.422620 9.921240 -13.722630 -0.01 0.20 0.46 0.11
H 19.861430 9.690110 -12.176940 -0.47 0.57 -0.24 0.10
H 18.247690 9.647470 -11.386740 0.28 0.09 0.11 0.11
H 20.265010 7.422760 -11.747400 0.25 0.73 -0.26 0.10
H 18.872660 7.341320 -10.835790 -0.57 0.52 -0.06 0.10
H 19.338920 6.768050 -13.773520 -0.40 0.22 -0.28 0.12
H 18.176710 6.018190 -12.619320 0.08 -0.21 -0.47 0.12
H 16.993800 6.393140 -15.024320 -0.19 0.19 -0.71 0.09
H 18.158830 7.731360 -15.504550 -0.33 -0.28 -0.44 0.09
H 16.389260 8.121200 -15.315720 0.13 -0.48 -0.64 0.08
C 19.212510 12.779070 -14.781830 0.46 0.43 -1.16 -0.07
C 19.409010 12.476140 -16.263920 0.94 -0.33 -1.70 -0.21
C 20.488390 13.438780 -16.949710 -1.09 0.19 0.02 -0.09
N 20.886730 13.244470 -18.426780 -0.40 -0.94 0.95 -0.21
C 19.673650 13.363010 -19.423350 2.24 1.07 -0.22 0.07
C 21.597360 11.858260 -18.530820 0.81 0.11 -2.00 -0.06
C 23.005980 12.121070 -19.159590 0.35 1.31 0.73 -0.13
C 22.981250 13.529610 -19.793800 -2.40 -0.55 0.01 -0.14
C 22.018000 14.251640 -18.798950 1.36 -0.36 0.33 -0.10
H 18.787620 13.768960 -14.615400 0.18 0.09 0.07 0.08
H 20.251430 12.728760 -14.455920 -0.35 -0.01 1.18 0.08
H 18.530780 12.052610 -14.339560 0.43 -0.11 0.14 0.06
H 18.484300 12.388430 -16.834280 -0.05 0.56 -0.12 0.08
H 19.813790 11.466830 -16.338370 0.11 -0.15 0.08 0.08
H 21.455150 13.403740 -16.447440 -0.24 -0.09 0.36 0.12
H 20.107300 14.459880 -16.934870 0.09 0.13 0.25 0.13
H 18.967080 14.153070 -19.169080 0.14 -0.25 0.72 0.11
H 19.167610 12.447780 -19.730570 0.38 -0.09 0.55 0.10
H 20.286970 13.803260 -20.209550 -0.88 -0.41 -0.92 0.08
H 20.978970 11.288800 -19.224660 0.06 -0.15 0.21 0.12
H 21.745190 11.284870 -17.615680 -0.64 0.57 0.29 0.10
H 23.457140 11.307570 -19.727710 -0.51 0.05 -0.19 0.12
H 23.714170 12.333130 -18.358600 0.00 -0.69 0.48 0.11
H 22.441950 13.560040 -20.740550 0.34 -0.22 -0.40 0.10
H 23.955120 13.999810 -19.930120 -0.19 0.03 0.31 0.13
H 21.757640 15.254230 -19.138250 -0.98 -0.34 -0.04 0.14
H 22.580960 14.412860 -17.879610 -0.18 -0.11 0.19 0.12
C 20.854720 4.664050 -22.900130 0.34 -0.23 -0.57 -0.11
C 20.924100 6.003600 -22.145840 0.41 -1.39 0.81 -0.20
C 20.780370 5.580720 -20.616380 -0.81 1.99 0.77 -0.07
N 20.040690 6.640990 -19.696520 -0.70 -1.12 -0.95 -0.23
C 20.988850 7.863380 -19.733330 -1.84 -0.77 0.95 0.03
C 18.550740 6.894310 -20.123840 0.68 0.31 1.31 -0.03
C 17.622740 5.942670 -19.268720 -0.05 0.33 0.12 -0.12
C 18.553450 5.161150 -18.345410 0.60 -0.42 -1.72 -0.14
C 19.755150 6.095500 -18.274120 0.87 -0.22 -0.75 -0.10
H 21.351960 4.612000 -23.868710 -0.15 0.78 -0.22 0.08
H 19.838860 4.308360 -23.072210 0.02 -0.08 0.35 0.08
H 21.456050 3.923340 -22.373020 -0.38 -0.19 0.41 0.08
H 20.217960 6.746810 -22.516110 -0.28 -0.21 0.28 0.10
H 21.911270 6.417860 -22.350690 0.05 0.15 0.42 0.11
H 21.723880 5.586120 -20.070630 0.30 -0.57 -0.59 0.12
H 20.278300 4.627290 -20.452070 -0.07 0.15 -0.36 0.12
H 21.971090 7.566480 -19.365700 -0.04 -0.14 -0.33 0.10
H 20.593370 8.557460 -18.991740 -0.07 0.26 -0.26 0.07
H 20.960440 8.252920 -20.750940 0.21 0.01 0.23 0.10
H 18.353190 7.842480 -19.623800 0.02 0.51 -0.97 0.09
H 18.542800 6.913830 -21.213640 -0.53 -0.02 0.29 0.12
H 17.040250 6.544370 -18.571030 -0.18 0.46 -0.52 0.09
H 16.888640 5.349830 -19.814360 0.39 -0.11 -0.17 0.12
H 18.103130 4.847400 -17.403670 0.13 0.43 0.05 0.12
H 18.827890 4.244120 -18.866800 0.24 -0.24 0.22 0.11
H 19.460940 6.995770 -17.734620 0.65 -0.11 0.48 0.11
H 20.686580 5.587100 -18.024990 -0.08 0.44 0.88 0.13
C 12.711620 8.655880 -15.239560 0.44 0.20 -0.57 -0.05
C 13.445600 10.013440 -15.078410 0.43 -0.77 0.61 -0.23
C 12.755610 11.182460 -15.727080 -0.59 0.58 0.75 -0.13
N 13.062620 12.543470 -15.095170 1.23 -1.14 -0.67 -0.22
C 14.632150 12.670460 -15.143860 -1.16 0.86 0.41 0.06
C 12.481000 12.645410 -13.625150 2.80 1.13 -2.07 -0.06
C 12.417820 14.192300 -13.417170 -2.04 -1.83 -0.44 -0.10
C 11.890060 14.696690 -14.817590 0.68 -0.12 0.16 -0.12
C 12.384760 13.688760 -15.870650 -0.04 -0.41 0.69 -0.10
H 13.415370 7.842170 -15.064310 0.07 -0.02 -0.06 0.07
H 12.327110 8.511070 -16.249150 0.07 0.02 -0.07 0.09
H 11.883470 8.483050 -14.552250 -0.07 0.44 0.16 0.06
H 14.444240 9.983170 -15.514200 0.01 -0.46 0.02 0.08
H 13.586410 10.130960 -14.003950 -0.05 0.39 0.18 0.08
H 11.685820 11.071880 -15.549820 -0.21 0.03 -0.79 0.13
H 13.108760 11.247050 -16.756260 -0.68 0.01 -0.14 0.13
H 15.130420 12.362590 -16.063120 -0.98 -0.03 -0.54 0.09
H 15.109490 12.024840 -14.406690 -0.43 0.45 0.51 0.09
H 14.766270 13.746260 -15.030860 0.61 -0.22 0.47 0.10
H 13.217530 12.151200 -12.991590 -0.45 -0.11 0.17 0.10
H 11.516560 12.139020 -13.663990 0.05 0.24 0.08 0.12
H 13.286730 14.667050 -12.961430 0.06 -0.21 -0.47 0.12
H 11.633540 14.108550 -12.664850 -0.19 1.40 0.20 0.09
H 12.241040 15.676390 -15.141780 -0.03 0.12 0.58 0.11
H 10.807870 14.690800 -14.947720 -0.01 0.22 0.78 0.11
H 13.031750 14.169980 -16.604090 0.30 -0.55 0.11 0.13
H 11.502490 13.301320 -16.380150 0.37 -0.41 -0.13 0.13
P 16.433580 10.083440 -18.025320 -0.24 -3.68 -0.93 0.24
F 16.862700 11.579050 -18.422880 -0.59 0.14 0.97 -0.15
F 16.493820 9.679560 -19.562080 -0.69 0.59 -1.15 -0.15
F 17.996410 9.575220 -17.981770 0.60 0.69 0.51 -0.20
F 16.014360 8.506820 -17.751360 0.05 0.54 0.89 -0.19
F 16.579130 10.329100 -16.404820 -0.89 0.82 -0.75 -0.18
F 14.771680 10.343100 -18.107160 2.01 1.10 0.64 -0.18
P 20.998110 9.038650 -8.676200 -2.18 1.21 3.19 0.15
F 22.547710 9.308370 -8.246260 -0.48 0.50 -0.71 -0.16
F 20.813420 8.204850 -7.294830 -0.12 0.55 0.27 -0.17
F 20.511080 10.490090 -7.953720 1.02 -1.65 -0.82 -0.20
F 19.405240 8.757510 -8.985710 -0.13 -0.05 0.04 -0.20
F 21.090120 9.720550 -10.095610 0.78 1.58 -0.88 -0.14
F 21.379470 7.705770 -9.377270 0.90 -2.24 -1.03 -0.13
P 22.065130 8.562640 -15.664950 1.85 -0.47 0.26 0.35
F 22.993200 9.916140 -15.632150 -1.04 0.42 0.15 -0.20
F 20.894240 9.236920 -16.631370 1.10 -0.35 1.11 -0.19
F 23.043790 8.233850 -17.026760 -2.04 -0.78 1.22 -0.22
F 21.213210 7.125150 -15.706040 0.76 1.74 -0.21 -0.19
F 23.134810 7.836970 -14.665370 0.14 -0.21 -0.92 -0.18
F 21.373320 9.078860 -14.245970 -0.92 -0.18 -1.52 -0.19
P 14.372740 10.356430 -10.415120 0.33 2.09 0.19 0.22
F 13.468870 11.616280 -10.816180 -0.33 1.62 0.40 -0.17
F 15.248070 11.366270 -9.457820 -0.04 -1.36 -0.82 -0.15
F 13.424740 10.044530 -9.124400 -0.59 -0.32 -0.04 -0.18
F 15.218240 9.033330 -9.987300 -0.19 0.54 -0.81 -0.16
F 13.323390 9.615880 -11.421510 0.48 -2.06 0.29 -0.18
F 15.338210 10.659350 -11.715510 -0.07 -0.53 0.90 -0.17
P 14.462830 3.932280 -16.661090 -1.19 -4.75 -0.45 0.19
F 14.875400 3.438830 -18.134380 -0.12 0.77 -0.50 -0.17
F 13.505510 2.562110 -16.488550 -0.55 1.64 -0.55 -0.22
F 15.648540 2.843030 -16.158770 0.23 1.50 0.81 -0.24
F 14.039640 4.306800 -15.141340 -0.08 0.38 0.20 -0.19
F 15.482780 5.108600 -16.637720 1.17 1.43 -0.29 -0.14
F 13.278250 4.859960 -17.328250 0.73 -0.68 1.09 -0.17
```
Forces are in eV/Å.

As for the HOMO-LUMO gap: 8.912 eV. The net charge is +3. As for the highest occupied orbital energy: -0.5151 Ha.